ORCA calculation (ωB97M-V/def2-TZVPD) on a cluster of 12 separate species, C44H82O23S5 in total in a non-equilibrium geometry.

Output
SMILES string ... C[C@H]1COC(=O)O1.C[C@H]1COC(=O)O1.C[C@H]1COC(=O)O1.O=S1(=O)CCCC1.O=S1(=O)CCCC1.O=S1(=O)CCCC1.O=S1(=O)CCCC1.O=S1(=O)CCCC1.CC(C)=O.CC(C)=O.CC(C)=O.CC(C)=O
Energy above the lowest of the compared OMol25 structures with the same formula, charge and spin ... 106.8 kcal per mole
Maximum force ... 7.5 eV Å⁻¹
E ... -148218.167 eV
Total charge ... 0
Frontier orbital gap ... 9.452 eV
HOMO level ... -0.345 Ha

```
154
Properties=species:S:1:pos:R:3:forces:R:3:lowdin_charge:R:1
C -6.664 -5.559 3.138 0.50 0.47 -1.61 0.003
C -6.312 -4.390 2.172 -1.04 -0.59 0.94 -0.267
C -5.985 -4.524 0.694 3.59 -3.77 1.15 -0.152
O -6.700 -3.629 0.027 -0.21 2.30 -2.70 0.135
C -7.549 -3.112 0.850 -5.62 4.23 -2.54 -0.644
O -8.447 -2.323 0.541 2.10 -1.17 0.21 0.111
O -7.482 -3.618 2.002 -0.44 -0.44 4.28 0.124
H -5.677 -5.881 3.468 -0.42 -0.46 0.65 0.081
H -7.220 -6.364 2.657 0.30 -0.10 -0.32 0.080
H -7.358 -5.206 3.900 0.63 0.27 0.30 0.088
H -5.557 -3.791 2.682 0.00 0.23 -0.04 0.152
H -6.253 -5.484 0.254 0.52 -0.50 0.33 0.146
H -4.922 -4.292 0.625 0.14 -0.46 -0.64 0.143
C 4.678 4.231 5.300 0.01 -1.51 0.22 -0.017
C 5.392 3.597 6.490 0.22 1.10 -1.65 -0.327
C 6.594 2.722 6.143 -2.27 -1.48 1.13 -0.111
O 7.510 3.042 7.149 1.41 0.86 0.45 0.056
C 7.284 4.303 7.589 1.23 0.97 0.58 -0.487
O 8.063 4.922 8.302 -2.50 -1.29 -1.80 0.131
O 6.098 4.710 7.020 1.11 1.10 2.41 0.049
H 5.497 4.698 4.754 -0.63 0.60 -0.21 0.094
H 3.847 4.836 5.664 0.43 0.50 -0.26 0.091
H 4.229 3.461 4.674 0.02 -0.11 -0.13 0.086
H 4.676 3.160 7.187 0.32 0.00 0.36 0.155
H 6.922 2.866 5.113 0.36 -0.21 0.19 0.144
H 6.286 1.730 6.471 0.27 -0.55 -1.31 0.138
C -3.709 -9.382 1.679 0.92 1.12 -0.87 -0.011
C -2.180 -9.079 1.370 -0.80 -0.82 0.56 -0.265
C -1.754 -8.811 -0.117 -2.05 -0.56 1.97 -0.083
O -1.663 -7.396 -0.127 0.49 0.31 -0.96 0.072
C -1.615 -6.882 1.112 0.43 0.61 1.49 -0.555
O -1.418 -5.738 1.429 -0.33 -1.08 -1.00 0.145
O -1.800 -7.853 2.047 -0.06 -0.92 -0.80 0.070
H -4.226 -8.500 1.302 -0.40 -0.21 -0.61 0.073
H -4.087 -9.395 2.701 1.04 -0.24 0.37 0.077
H -4.036 -10.308 1.206 0.01 0.19 -0.25 0.079
H -1.578 -9.947 1.636 0.14 0.37 0.94 0.136
H -2.584 -9.175 -0.723 0.22 0.41 -0.53 0.130
H -0.862 -9.405 -0.320 0.35 0.84 -0.31 0.131
C 0.898 -4.636 -7.521 -0.30 0.27 0.54 -0.018
C -0.201 -4.131 -6.589 -1.77 -0.02 -2.84 -0.488
O -0.617 -2.992 -6.619 0.85 0.01 0.62 0.058
C -1.091 -5.192 -5.999 0.51 -0.46 1.46 -0.039
H 1.792 -4.650 -6.898 0.38 -0.37 -0.44 0.088
H 1.026 -4.034 -8.420 0.10 0.44 0.44 0.083
H 0.592 -5.618 -7.881 0.37 -0.24 0.36 0.074
H -1.429 -4.776 -5.050 -0.44 -0.26 -0.02 0.082
H -0.592 -6.142 -5.807 0.31 0.07 0.12 0.072
H -1.936 -5.477 -6.625 -0.01 0.62 -0.23 0.092
C -6.484 2.983 0.313 1.65 -1.07 0.65 -0.030
C -6.227 4.297 -0.364 -1.57 -0.28 -2.01 -0.538
O -5.188 4.873 -0.397 1.63 0.33 0.66 0.092
C -7.439 4.830 -1.089 0.26 0.40 0.24 -0.027
H -7.058 3.102 1.233 -0.03 -0.07 -0.07 0.088
H -5.498 2.569 0.521 0.26 0.36 0.82 0.074
H -6.832 2.118 -0.251 -0.99 0.69 -0.55 0.086
H -7.837 4.033 -1.717 -0.65 0.06 0.49 0.084
H -7.314 5.719 -1.707 0.60 -0.10 0.11 0.081
H -8.002 5.158 -0.216 -1.14 -0.34 -0.33 0.089
C -4.113 0.564 -6.462 -0.28 1.87 1.08 -0.034
C -4.627 -0.822 -6.435 0.96 0.39 -1.91 -0.535
O -4.523 -1.551 -5.494 -0.25 -0.44 0.87 0.090
C -5.128 -1.276 -7.770 -0.62 -1.50 -0.31 -0.033
H -3.033 0.631 -6.592 0.00 -0.30 0.02 0.095
H -4.374 1.034 -5.514 0.38 -0.03 0.32 0.084
H -4.580 1.236 -7.182 0.00 -0.43 -0.44 0.080
H -5.289 -2.348 -7.655 -0.51 -0.02 -0.20 0.080
H -4.464 -1.194 -8.631 0.53 0.48 0.37 0.087
H -6.035 -0.757 -8.081 -0.17 -0.04 0.24 0.086
C 2.020 -0.432 5.802 0.54 0.76 -1.31 -0.032
C 0.949 -1.473 5.751 -0.51 -0.18 1.24 -0.467
O -0.154 -1.113 6.123 0.19 -0.93 -0.54 0.047
C 1.234 -2.954 5.354 -0.87 0.93 0.60 -0.011
H 2.671 -0.586 4.942 0.42 0.08 0.11 0.078
H 2.618 -0.261 6.698 -0.10 -0.86 0.20 0.084
H 1.527 0.529 5.656 -0.13 -0.03 -0.11 0.081
H 1.468 -3.119 4.302 0.17 0.27 0.06 0.075
H 0.302 -3.466 5.593 0.07 -0.15 -0.15 0.071
H 2.013 -3.372 5.992 0.20 0.14 -0.14 0.076
C 3.799 2.272 -6.201 -0.09 0.45 -0.33 -0.235
C 5.264 2.222 -5.598 -1.24 1.01 -0.82 -0.201
C 5.767 0.860 -5.962 0.09 -1.96 -0.35 -0.195
S 4.203 -0.324 -6.026 -1.30 -0.41 0.59 0.789
O 4.002 -1.214 -4.836 1.19 1.27 -2.49 -0.397
O 4.040 -0.855 -7.421 0.63 1.15 3.06 -0.377
C 3.031 1.111 -5.701 0.45 -2.25 0.21 -0.239
H 3.891 2.175 -7.283 0.15 0.03 -0.16 0.115
H 3.112 3.107 -6.063 0.86 0.73 0.38 0.118
H 5.340 2.500 -4.546 -0.32 -0.42 0.08 0.115
H 5.852 2.968 -6.132 0.08 0.02 -0.01 0.111
H 6.590 0.433 -5.389 -0.56 -0.10 0.80 0.092
H 6.222 0.788 -6.950 -0.70 0.26 -0.42 0.093
H 2.820 1.147 -4.633 0.53 -0.12 0.18 0.101
H 2.070 0.819 -6.126 0.23 0.28 -0.68 0.108
C 8.117 -2.169 -1.225 -0.79 1.75 0.11 -0.197
C 8.372 -3.313 -0.232 -0.09 0.67 0.15 -0.210
C 8.042 -2.717 1.163 0.33 0.11 -0.20 -0.185
S 6.777 -1.328 0.967 -0.01 -1.94 0.69 0.662
O 7.397 -0.153 1.490 0.18 0.86 0.37 -0.324
O 5.451 -1.726 1.426 1.24 0.26 -0.39 -0.338
C 6.840 -1.309 -0.778 0.14 -2.20 -2.06 -0.234
H 8.048 -2.509 -2.258 -0.40 -0.04 0.08 0.108
H 8.888 -1.398 -1.251 0.68 -0.48 0.33 0.106
H 9.426 -3.570 -0.341 0.12 0.04 0.46 0.107
H 7.871 -4.248 -0.484 -0.58 0.31 0.06 0.109
H 8.967 -2.251 1.502 -0.24 0.55 0.04 0.093
H 7.784 -3.387 1.983 -0.50 -0.15 -0.37 0.095
H 6.725 -0.336 -1.255 0.34 0.05 0.43 0.109
H 6.016 -1.929 -1.132 -0.46 0.23 0.29 0.099
C -1.368 -0.244 -1.309 1.91 -0.69 1.21 -0.173
C -0.115 -1.163 -1.501 -0.17 -1.18 -0.94 -0.219
C 0.838 -1.056 -0.283 -0.16 0.34 -0.85 -0.224
S 0.918 0.697 -0.066 -0.57 0.29 1.47 0.663
O 2.028 1.283 -0.807 -1.10 -0.46 0.23 -0.331
O 0.765 0.965 1.354 0.60 0.32 -0.30 -0.352
C -0.727 1.062 -0.772 -0.53 0.23 0.27 -0.209
H -1.865 -0.788 -0.506 -0.43 0.63 0.38 0.105
H -2.113 -0.180 -2.102 0.64 0.16 -0.35 0.115
H 0.333 -0.931 -2.467 0.52 0.06 0.18 0.112
H -0.397 -2.214 -1.549 -0.24 0.00 -0.26 0.107
H 1.876 -1.383 -0.342 -0.11 -0.20 -0.69 0.107
H 0.426 -1.557 0.593 -0.26 0.44 0.07 0.109
H -0.549 1.924 -1.415 -0.40 -0.29 -0.46 0.097
H -1.321 1.375 0.087 0.31 0.38 -0.02 0.092
C -4.240 3.192 4.948 1.16 -0.99 -1.90 -0.240
C -4.683 4.523 5.420 0.94 1.95 2.59 -0.191
C -3.566 4.823 6.557 0.07 0.24 -0.63 -0.202
S -2.002 4.650 5.652 -1.21 -2.22 -1.64 0.699
O -1.009 3.893 6.408 -0.30 1.49 -0.10 -0.353
O -1.729 5.857 4.870 0.12 -0.86 1.21 -0.347
C -2.779 3.382 4.507 1.30 0.75 0.45 -0.202
H -4.741 2.792 4.067 -0.47 0.22 0.02 0.111
H -4.278 2.387 5.682 -0.17 0.34 0.36 0.122
H -5.694 4.629 5.811 0.07 -0.44 0.27 0.110
H -4.583 5.377 4.750 0.13 -0.45 -0.67 0.113
H -3.522 4.024 7.297 -0.19 0.13 0.11 0.096
H -3.466 5.806 7.018 -0.70 0.02 0.02 0.095
H -2.129 2.510 4.587 -0.22 -0.06 0.03 0.095
H -2.615 3.840 3.532 -0.50 -0.14 -0.16 0.095
C 2.017 6.288 -0.447 -0.96 0.68 -0.45 -0.167
C 1.024 7.220 0.348 0.28 2.11 -0.35 -0.209
C -0.301 7.457 -0.383 -0.29 -1.88 -1.27 -0.239
S 0.132 7.639 -2.156 1.42 0.28 2.48 0.693
O 0.606 9.014 -2.316 -0.38 -1.19 -0.34 -0.349
O -0.898 7.084 -2.997 0.44 0.11 -0.21 -0.336
C 1.624 6.471 -1.955 -1.52 -0.33 -0.40 -0.185
H 1.969 5.255 -0.104 -0.61 -0.15 -0.41 0.101
H 3.077 6.494 -0.295 -0.19 0.75 0.13 0.102
H 1.436 8.228 0.301 0.66 0.05 0.43 0.103
H 0.803 7.036 1.399 0.39 -0.55 -0.12 0.113
H -1.009 8.259 -0.173 0.62 0.24 0.53 0.108
H -0.850 6.519 -0.300 -0.44 -0.03 -0.35 0.098
H 2.334 6.790 -2.718 0.32 0.03 0.49 0.091
H 1.138 5.562 -2.309 0.26 -0.18 -0.14 0.078
```
Positions in Å, forces in eV/Å.